C29H22MnN2O6P | wB97M-V/def2-TZVPD

Element x y z (Å)
Mn1 3.71 -18.26 -8.00
O1 6.63 -19.05 -5.40
C1 5.95 -18.92 -6.42
O2 4.67 -19.28 -6.61
C2 6.54 -18.08 -7.50
C3 7.88 -17.71 -7.57
C4 8.18 -16.83 -8.66
C5 7.23 -16.13 -9.41
C6 5.89 -16.57 -9.29
N1 5.59 -17.54 -8.34
H1 8.64 -18.12 -6.89
H2 9.29 -16.56 -8.77
H3 7.56 -15.38 -10.08
H4 5.08 -16.10 -9.83
O3 2.28 -18.33 -5.15
C7 2.56 -17.16 -5.57
O4 2.93 -16.88 -6.71
C8 2.34 -16.05 -4.52
C9 3.21 -14.98 -4.49
C10 3.00 -13.98 -3.55
C11 2.10 -14.17 -2.50
C12 1.45 -15.40 -2.37
C13 1.47 -16.28 -3.44
P1 0.70 -17.90 -3.55
C14 1.27 -19.15 -2.38
C15 1.74 -20.43 -2.71
C16 1.69 -21.46 -1.84
C17 1.18 -21.23 -0.54
C18 0.81 -19.95 -0.15
C19 0.96 -18.87 -1.05
C20 -1.05 -17.92 -3.48
C21 -1.82 -16.80 -3.15
C22 -3.21 -16.90 -3.35
C23 -3.80 -17.98 -3.91
C24 -3.03 -19.07 -4.22
C25 -1.67 -19.10 -4.00
H5 3.96 -14.89 -5.26
H6 3.67 -13.08 -3.44
H7 1.96 -13.35 -1.80
H8 0.72 -15.62 -1.61
H9 2.17 -20.55 -3.73
H10 2.02 -22.49 -2.04
H11 0.92 -21.97 0.17
H12 0.47 -19.74 0.89
H13 0.38 -17.94 -0.81
H14 -1.47 -15.86 -2.68
H15 -3.89 -16.18 -2.95
H16 -4.85 -18.01 -4.16
H17 -3.50 -19.92 -4.71
H18 -1.01 -19.91 -4.37
O5 2.86 -17.71 -9.70
C26 1.96 -18.61 -9.49
C27 0.78 -18.98 -10.32
C28 0.08 -20.04 -9.46
C29 0.87 -20.04 -8.11
O6 0.67 -20.55 -7.06
N2 2.01 -19.21 -8.32
H19 1.09 -19.30 -11.29
H20 0.25 -18.09 -10.54
H21 0.18 -21.07 -9.94
H22 -0.95 -19.76 -9.27

The total charge is +1. For the electronic energy, the calculation gives -3171.3606 hartree. Its energy above the lowest of the compared OMol25 structures with the same formula, charge and spin is 2.640 eV. The frontier orbital gap (spin up / spin down) comes out at 5.3 / 7.8 eV. The expectation value of S² is 3.787. Its largest force on an atom is 4.4 eV/Å. The calculation puts the LUMO energy (spin up / spin down) at -4.99 / -3.89 eV. As for the HOMO energy (spin up / spin down): -10.25 / -11.74 eV. The spin multiplicity is 4.

Atomic partial charges in e from the natural (NBO) method, atoms 1 to 2: number 1, Mn, carries 1.523; number 2, O, carries -0.549


C28H41BrCl30N4S2 | wB97M-V/def2-TZVPD

Element x y z (Å)
C1 0.28 -3.07 1.93
C2 1.28 -2.01 1.12
C3 2.76 -2.16 1.82
C4 3.86 -1.03 1.28
N1 3.13 0.29 1.25
C5 3.09 0.91 -0.13
C6 1.52 1.21 -0.61
C7 1.12 0.25 -1.92
C8 -0.31 0.68 -2.61
C9 -1.62 -0.14 -2.04
Br1 -2.10 0.55 -0.22
C10 -2.87 0.21 -3.09
N2 -3.80 0.37 -4.00
C11 -1.43 -1.79 -2.05
C12 -0.98 -2.29 -3.57
N3 -0.85 -2.47 -4.85
C13 -2.83 -2.60 -1.70
N4 -2.71 -3.59 -0.56
C14 -1.64 -4.63 -0.80
C15 3.58 1.25 2.32
S1 4.99 2.20 2.31
S2 2.49 1.38 3.88
C16 0.92 0.37 3.67
C17 0.00 0.59 5.05
C18 -1.59 0.47 4.67
H1 0.28 -2.78 3.08
H2 -0.80 -2.85 1.53
H3 0.58 -4.19 1.73
H4 0.79 -0.95 1.21
H5 1.31 -2.32 -0.01
H6 3.19 -3.21 1.51
H7 2.76 -2.11 2.99
H8 4.73 -0.99 2.09
H9 4.36 -1.36 0.27
H10 3.64 1.94 -0.23
H11 3.53 0.21 -0.99
H12 1.44 2.35 -0.93
H13 0.78 1.06 0.29
H14 1.96 0.49 -2.73
H15 1.22 -0.89 -1.67
H16 -0.23 0.60 -3.78
H17 -0.50 1.83 -2.36
H18 -0.60 -2.02 -1.26
H19 -3.71 -1.86 -1.41
H20 -3.18 -3.15 -2.68
H21 -2.63 -3.12 0.37
H22 -1.61 -5.32 0.17
H23 -1.88 -5.31 -1.72
H24 -0.56 -4.18 -0.90
H25 0.26 0.76 2.78
H26 1.13 -0.79 3.62
H27 0.33 -0.28 5.80
H28 0.26 1.64 5.53
H29 -1.74 1.11 3.67
H30 -2.32 0.87 5.50
H31 -1.83 -0.67 4.40
Cl1 -4.56 -2.74 5.78
C19 -3.02 -3.59 5.55
Cl2 -2.77 -3.97 3.84
Cl3 -1.67 -2.61 6.17
H32 -3.05 -4.52 6.11
Cl4 2.53 6.77 -1.27
C20 1.53 5.36 -0.90
Cl5 2.37 4.28 0.23
Cl6 -0.04 5.86 -0.24
H33 1.35 4.81 -1.83
Cl7 1.07 2.08 7.82
C21 2.65 2.83 7.56
Cl8 3.16 3.72 9.01
Cl9 3.86 1.61 7.13
H34 2.57 3.54 6.74
Cl10 0.16 10.52 -2.54
C22 -0.34 8.82 -2.54
Cl11 -2.07 8.68 -2.21
Cl12 0.06 8.06 -4.08
H35 0.21 8.31 -1.74
Cl13 -6.38 -0.90 2.63
C23 -4.80 -0.15 2.37
Cl14 -4.29 0.74 3.82
Cl15 -3.59 -1.37 1.93
H36 -4.88 0.56 1.54
Cl16 3.12 -1.62 -8.03
C24 1.93 -2.88 -7.67
Cl17 2.09 -4.23 -8.80
Cl18 2.10 -3.44 -5.99
H37 0.93 -2.45 -7.79
Cl19 2.14 6.41 3.89
C25 3.22 7.00 2.61
Cl20 2.94 8.72 2.31
Cl21 4.91 6.71 3.05
H38 3.00 6.44 1.70
Cl22 -0.70 -7.53 -2.08
C26 -1.70 -8.95 -1.71
Cl23 -0.86 -10.02 -0.58
Cl24 -3.27 -8.44 -1.05
H39 -1.88 -9.50 -2.64
Cl25 -6.15 1.31 -0.41
C27 -7.84 1.68 -0.03
Cl26 -8.93 0.54 -0.85
Cl27 -8.11 1.65 1.72
H40 -8.06 2.69 -0.40
Cl28 3.73 -0.87 -12.18
C28 4.76 -0.12 -10.95
Cl29 6.39 0.15 -11.59
Cl30 4.05 1.40 -10.38
H41 4.83 -0.81 -10.10

For the electronic energy, the calculation gives -18486.1899 hartree. The frontier orbital gap comes out at 8.3 eV. Its largest force on an atom is 12.5 eV/Å. The calculation puts the LUMO energy at -0.70 eV. As for the HOMO energy: -9.02 eV. The spin multiplicity is 1. Its SMILES is CCCCN(CCCC[C@@](Br)(C#N)[C@H](C#N)CNC)C(=S)SCCC.ClC(Cl)Cl.ClC(Cl)Cl.ClC(Cl)Cl.ClC(Cl)Cl.ClC(Cl)Cl.ClC(Cl)Cl.ClC(Cl)Cl.ClC(Cl)Cl.ClC(Cl)Cl.ClC(Cl)Cl.

Atomic partial charges in e from the Mulliken method, atoms 1 to 2: number 1, C, carries -0.308; number 2, C, carries 0.487


C48H77IN8O7S3 | wB97M-V/def2-TZVPD

Element x y z (Å)
C1 5.05 -1.59 2.63
C2 5.72 -0.90 1.33
C3 4.78 0.25 0.67
C4 5.62 1.31 -0.21
C5 4.98 2.77 -0.29
C6 3.58 2.84 -1.10
C7 2.51 3.84 -0.42
C8 1.15 3.99 -1.31
C9 0.37 2.60 -1.15
C10 -0.88 2.61 -0.16
C11 -2.07 1.64 -0.53
C12 -2.05 0.74 -1.84
C13 -0.85 -0.33 -1.91
C14 -0.71 -1.27 -0.61
S1 -1.59 -2.88 -1.00
C15 -0.37 -4.22 -1.35
S2 0.12 -4.67 -2.90
N1 0.20 -4.97 -0.19
C16 1.28 -4.37 0.55
C17 1.49 -5.46 1.63
N2 0.54 -6.56 1.45
C18 -0.28 -6.27 0.29
C19 -3.35 1.51 0.38
C20 -4.57 0.51 0.07
C21 -4.21 -0.91 0.77
C22 -4.28 -0.86 2.39
O1 -2.98 -1.24 2.89
C23 -3.01 -1.54 4.28
C24 -1.69 -1.14 5.12
O2 -3.93 -2.11 4.90
C25 -3.47 2.35 1.69
C26 -2.28 3.28 2.03
C27 -0.99 3.44 1.15
N3 0.08 4.37 1.56
C28 0.41 4.29 2.99
C29 1.94 4.30 3.35
C30 2.40 4.27 4.83
C31 1.34 4.22 5.95
I1 1.97 4.20 8.04
C32 -0.18 4.20 5.65
C33 -0.61 4.25 4.17
S3 -2.40 4.23 3.63
H1 5.66 -2.53 2.89
H2 3.98 -1.94 2.46
H3 5.14 -0.91 3.54
H4 5.93 -1.76 0.60
H5 6.74 -0.50 1.66
H6 4.07 -0.32 -0.03
H7 4.21 0.82 1.48
H8 6.64 1.43 0.33
H9 5.88 0.86 -1.24
H10 5.72 3.42 -0.88
H11 4.79 3.16 0.77
H12 3.19 1.75 -1.13
H13 3.70 3.15 -2.20
H14 2.16 3.31 0.55
H15 2.95 4.85 -0.11
H16 0.60 4.90 -0.90
H17 1.51 4.14 -2.39
H18 1.09 1.78 -0.76
H19 0.10 2.26 -2.23
H20 -3.02 0.19 -2.07
H21 -1.88 1.46 -2.73
H22 -1.10 -1.03 -2.79
H23 0.17 0.13 -2.18
H24 0.41 -1.49 -0.46
H25 -1.07 -0.78 0.36
H26 1.80 -3.39 0.36
H27 2.28 -5.35 2.45
H28 -1.10 -6.91 -0.15
H29 -4.81 0.41 -1.05
H30 -5.51 0.99 0.53
H31 -4.89 -1.74 0.38
H32 -3.12 -1.12 0.51
H33 -4.68 0.13 2.80
H34 -5.04 -1.68 2.68
H35 -1.14 -2.06 5.49
H36 -0.94 -0.53 4.49
H37 -2.03 -0.57 6.06
H38 -4.40 2.25 2.35
H39 -0.32 5.32 1.41
H40 2.70 4.37 2.48
H41 3.54 4.31 5.01
H42 -0.93 4.19 6.52
C34 8.68 -5.96 -0.09
N4 8.58 -4.52 -0.04
C35 8.56 -3.77 -1.28
C36 8.50 -3.84 1.14
O3 8.41 -2.63 1.25
H43 9.61 -6.24 -0.60
H44 7.83 -6.36 -0.65
H45 8.69 -6.39 0.91
H46 9.40 -3.07 -1.29
H47 7.63 -3.20 -1.34
H48 8.63 -4.45 -2.13
H49 8.52 -4.50 2.02
C37 -2.05 -5.41 -8.10
N5 -2.32 -4.65 -6.89
C38 -1.83 -5.16 -5.62
C39 -3.01 -3.48 -6.92
O4 -3.27 -2.80 -5.94
H50 -2.49 -6.41 -8.00
H51 -0.97 -5.51 -8.22
H52 -2.47 -4.92 -8.97
H53 -2.68 -5.31 -4.95
H54 -1.16 -4.42 -5.18
H55 -1.30 -6.10 -5.76
H56 -3.33 -3.19 -7.93
C40 -8.64 0.95 -0.77
N6 -8.75 2.40 -0.73
C41 -8.77 3.14 -1.97
C42 -8.83 3.08 0.45
O5 -8.92 4.29 0.56
H57 -7.72 0.68 -1.28
H58 -9.49 0.55 -1.33
H59 -8.64 0.53 0.23
H60 -7.93 3.84 -1.98
H61 -9.70 3.72 -2.03
H62 -8.70 2.47 -2.82
H63 -8.80 2.42 1.34
C43 -10.05 -4.14 0.46
N7 -9.01 -3.17 0.20
C44 -8.07 -2.85 1.26
C45 -8.89 -2.54 -1.00
O6 -8.04 -1.71 -1.28
H64 -10.67 -3.80 1.29
H65 -9.59 -5.10 0.72
H66 -10.69 -4.28 -0.42
H67 -8.13 -1.79 1.48
H68 -7.06 -3.08 0.91
H69 -8.29 -3.43 2.15
H70 -9.66 -2.85 -1.73
C46 9.56 6.93 -0.36
N8 8.23 6.36 -0.40
C47 7.30 6.63 0.67
C48 7.83 5.55 -1.43
O7 6.73 5.04 -1.53
H71 10.06 6.59 0.55
H72 9.47 8.02 -0.33
H73 10.14 6.64 -1.23
H74 7.00 5.69 1.14
H75 6.41 7.12 0.26
H76 7.76 7.29 1.42
H77 8.60 5.41 -2.20

For the electronic energy, the calculation gives -4331.6551 hartree. The frontier orbital gap comes out at 6.5 eV. Its largest force on an atom is 6.4 eV/Å. The calculation puts the LUMO energy at -1.36 eV. As for the HOMO energy: -7.88 eV. The spin multiplicity is 1. Its SMILES is CCCCCCCCCc1c(CCCSC(=S)n2ccnc2)c(CCCOC(C)=O)cc2c1Nc1ccc(I)cc1S2.CN(C)C=O.CN(C)C=O.CN(C)C=O.CN(C)C=O.CN(C)C=O.

Atomic partial charges in e from the Mulliken method, atoms 1 to 2: number 1, C, carries -1.046; number 2, C, carries -0.005